(1)
Computed, not measured: a cluster of 2 separate species, CH2FN2O2 in total, with ωB97M-V with the def2-TZVPD basis set.

The charge is -1.

Last column: natural (NBO) charge in e.
CARTESIAN COORDINATES (ANGSTROEM)
1 C -0.816 1.714 -0.118  1.04
2 N 1.210 -2.134 0.556  -0.30
3 N 0.588 -2.275 -0.485  -0.34
4 O -0.350 0.660 -0.202  -0.73
5 O -1.875 2.274 -0.312  -0.73
6 F 0.312 2.712 0.404  -0.58
7 H 0.841 -1.358 1.132  0.30
8 H 0.090 -1.593 -0.974  0.34

---

(2)
Computed, not measured: a cluster of 2 separate species, C6H16NO in total, with ωB97M-V with the def2-TZVPD basis set.

The charge is +2. The multiplicity is 2.

Last column: natural (NBO) charge in e.
CARTESIAN COORDINATES (ANGSTROEM)
1 C -1.415 1.228 0.144  -0.25
2 C -1.637 -0.311 0.250  -0.42
3 C -0.891 -1.174 -0.766  -0.54
4 C 2.744 -0.241 -1.857  -0.74
5 C 1.310 -0.292 -1.791  0.12
6 C 0.577 -1.087 -0.887  0.12
7 N -0.261 1.709 0.990  -0.69
8 H -1.289 1.488 -0.910  0.23
9 H -2.326 1.768 0.389  0.26
10 H -1.342 -0.470 1.289  0.25
11 H -2.715 -0.393 0.185  0.28
12 H -1.109 -2.218 -0.492  0.30
13 H -1.355 -1.194 -1.755  0.27
14 H 3.076 -1.057 -2.531  0.35
15 H 3.143 0.728 -2.156  0.29
16 H 3.278 -0.453 -0.932  0.29
17 H 0.742 0.406 -2.403  0.24
18 H 1.103 -1.589 -0.072  0.23
19 H -0.251 1.143 1.857  0.47
20 H -0.443 2.660 1.319  0.47
21 H 0.602 1.521 0.490  0.43
22 H -0.865 -0.193 3.697  0.51
23 H -0.407 -1.468 2.933  0.51
24 O -0.268 -0.513 3.010  -0.98

---

(3)
Computed, not measured: an isolated molecule of C3H9NS2, with ωB97M-V with the def2-TZVPD basis set.

Its SMILES is CSSCCN. The charge is 0.

Last column: natural (NBO) charge in e.
CARTESIAN COORDINATES (ANGSTROEM)
1 N -2.661 -1.181 0.242  -0.85
2 C -1.751 -0.049 0.224  -0.23
3 C -0.500 -0.397 -0.554  -0.57
4 S 0.868 -1.056 0.423  0.10
5 S 1.883 0.462 1.162  0.09
6 C 2.952 1.141 -0.128  -0.76
7 H -3.474 -1.013 0.815  0.36
8 H -2.257 -2.066 0.528  0.36
9 H -2.250 0.783 -0.266  0.19
10 H -1.512 0.344 1.210  0.18
11 H -0.709 -1.152 -1.312  0.24
12 H -0.204 0.431 -1.175  0.23
13 H 3.123 0.431 -0.920  0.23
14 H 2.603 2.020 -0.650  0.22
15 H 3.888 1.303 0.399  0.23

---

(4)
Computed, not measured: an isolated molecule of C9H10O2, with ωB97M-V with the def2-TZVPD basis set.

Its SMILES is O[C@H]1CCOc2ccccc21. The charge is 0.

Last column: natural (NBO) charge in e.
CARTESIAN COORDINATES (ANGSTROEM)
1 C 0.993 -0.498 1.004  0.10
2 C 0.893 0.765 1.921  -0.46
3 C 0.736 1.922 0.952  -0.07
4 C -0.759 0.646 -0.394  0.32
5 C -1.735 0.586 -1.404  -0.25
6 C -2.047 -0.587 -2.013  -0.18
7 C -1.280 -1.723 -1.810  -0.26
8 C -0.285 -1.639 -0.881  -0.14
9 C -0.055 -0.480 -0.095  -0.16
10 H 2.913 -1.118 1.006  0.47
11 H 0.960 -1.428 1.645  0.18
12 H -0.032 0.761 2.548  0.22
13 H 1.669 0.922 2.639  0.23
14 H 1.579 1.890 0.200  0.19
15 H 0.755 2.918 1.391  0.20
16 H -2.327 1.497 -1.554  0.22
17 H -2.846 -0.611 -2.706  0.21
18 H -1.310 -2.601 -2.384  0.22
19 H 0.396 -2.497 -0.662  0.21
20 O 2.312 -0.579 0.369  -0.73
21 O -0.528 1.855 0.226  -0.50

---

(5)
Computed, not measured: a structure of composition C2H2FORb, with ωB97M-V with the def2-TZVPD basis set.

The charge is 0.

Last column: natural (NBO) charge in e.
CARTESIAN COORDINATES (ANGSTROEM)
1 C 1.418 -1.603 0.277  0.47
2 C 2.200 -1.940 -0.820  0.12
3 O 0.391 -1.059 0.533  -0.47
4 H 1.782 -3.001 -0.046  0.18
5 F 3.499 -1.765 -0.704  -0.30
6 Rb -2.403 1.499 0.202  0.79
7 H -4.458 2.912 -0.576  -0.79

---

(6)
Computed, not measured: a cluster of 2 separate species, C38H38N5O3S in total, with ωB97M-V with the def2-TZVPD basis set.

The charge is +1.

Last column: Mulliken charge in e.
CARTESIAN COORDINATES (ANGSTROEM)
1 C -3.074 -3.890 -2.081  -0.97
2 N -2.509 -3.385 -0.854  0.26
3 C -1.597 -4.129 -0.154  0.32
4 O -1.205 -5.254 -0.458  -0.68
5 C -1.186 -3.315 1.066  -0.24
6 C 0.309 -2.958 1.076  -0.43
7 C 1.198 -4.169 1.265  0.59
8 C 2.226 -4.450 0.359  -0.42
9 C 2.893 -5.676 0.425  -0.58
10 C 2.622 -6.570 1.465  -0.53
11 C 1.691 -6.222 2.449  -0.82
12 C 0.976 -5.024 2.348  -0.35
13 N -2.065 -2.150 0.974  0.60
14 C -2.023 -1.256 1.979  0.32
15 C -2.767 -0.093 2.013  0.71
16 C -2.917 0.808 3.066  -1.19
17 C -3.612 2.055 2.821  0.90
18 C -4.389 2.234 1.641  -0.19
19 C -5.043 3.441 1.346  -0.27
20 N -5.829 3.483 0.155  0.95
21 O -6.516 4.495 -0.095  -0.56
22 O -5.807 2.469 -0.594  -0.57
23 C -4.972 4.529 2.233  -0.45
24 C -4.177 4.400 3.379  -0.61
25 C -3.542 3.191 3.697  -0.59
26 C -2.877 -2.094 -0.265  0.07
27 C -2.493 -0.934 -1.201  -1.46
28 C -4.391 -2.020 -0.024  -1.50
29 H -2.637 -4.875 -2.253  0.38
30 H -4.163 -3.983 -1.989  0.30
31 H -2.830 -3.219 -2.915  0.31
32 H -1.434 -3.894 1.983  0.33
33 H 0.558 -2.465 0.124  0.31
34 H 0.490 -2.240 1.893  0.41
35 H 2.463 -3.714 -0.412  0.37
36 H 3.625 -5.929 -0.342  0.38
37 H 3.132 -7.533 1.513  0.38
38 H 1.507 -6.883 3.296  0.45
39 H 0.232 -4.746 3.100  0.53
40 H -1.330 -1.516 2.785  0.73
41 H -3.275 0.115 1.071  -1.31
42 H -2.457 0.608 4.036  0.67
43 H -4.537 1.432 0.915  0.70
44 H -5.518 5.438 1.982  0.49
45 H -4.076 5.266 4.045  0.39
46 H -2.922 3.109 4.588  0.51
47 H -1.448 -1.022 -1.527  0.33
48 H -3.143 -0.966 -2.088  0.49
49 H -2.635 0.040 -0.720  0.34
50 H -4.732 -2.910 0.522  0.36
51 H -4.662 -1.124 0.541  0.36
52 H -4.893 -1.977 -1.002  0.47
53 C 0.807 -4.743 6.980  -0.47
54 C 1.268 -4.075 5.839  -0.64
55 C 1.054 -2.694 5.682  -0.54
56 C 0.475 -1.961 6.728  0.23
57 C 0.478 -0.445 6.856  0.17
58 C 1.262 -0.157 8.133  -1.21
59 C 1.048 1.245 8.627  -0.62
60 N -0.398 1.450 8.689  0.23
61 C -1.008 2.225 9.663  0.68
62 C -2.402 2.181 9.581  0.49
63 C -3.140 2.865 10.540  -0.38
64 C -2.474 3.712 11.443  -0.63
65 C -1.073 3.796 11.438  -0.63
66 C -0.314 2.986 10.588  -0.83
67 S -2.927 1.296 8.179  -0.28
68 C -1.240 0.860 7.793  0.38
69 N -0.909 0.066 6.839  -0.52
70 C -0.080 -2.650 7.809  -0.28
71 C 0.130 -4.025 7.975  -0.86
72 H 0.985 -5.815 7.101  0.39
73 H 1.810 -4.636 5.069  0.55
74 H 1.365 -2.184 4.764  0.44
75 H 1.004 0.038 6.021  0.57
76 H 0.968 -0.843 8.946  0.47
77 H 2.322 -0.343 7.945  0.36
78 H 1.448 1.350 9.637  0.49
79 H 1.489 1.998 7.958  0.25
80 H -4.214 2.717 10.562  0.41
81 H -3.044 4.304 12.159  0.37
82 H -0.551 4.485 12.096  0.39
83 H 0.781 2.962 10.607  0.30
84 H -0.616 -2.089 8.581  0.37
85 H -0.236 -4.517 8.882  0.37

---

Calculated values (kJ/mol) of energy relative to the best compared isomer or geometry (same formula, charge and spin) for the records, taken in order: 78.13 103.69 33.63 74.39 283.37 39.28.
Calculated values (eV/Å) of maximum force for the records, taken in order: 5.458 2.609 1.496 2.791 4.906 3.796.